[1]
{
  "formula": "Cl7O28Pb2",
  "method": "the ωB97M-V functional and the def2-TZVPD basis",
  "e_tot_ha": -5711.59432,
  "e_lumo_ev": 0.571,
  "charge": -3,
  "homo_lumo_gap_ev": 1.579,
  "elements": ["Pb", "Pb", "Cl", "O", "O", "O", "O", "Cl", "O", "O", "O", "O", "Cl", "O", "O", "O", "O", "Cl", "O", "O", "O", "O", "Cl", "O", "O", "O", "O", "Cl", "O", "O", "O", "O", "Cl", "O", "O", "O", "O"],
  "positions_angstrom": [[0.5734, -0.0968, 0.1942], [3.4601, 0.9969, -3.7167], [3.4851, -1.8654, -1.9094], [2.9805, -0.5350, -1.5382], [2.3126, -2.6249, -2.0944], [3.9313, -1.8933, -3.2541], [4.3636, -2.5184, -0.8777], [3.1535, -2.0809, 3.0807], [3.9957, -2.8618, 2.2047], [1.8468, -1.9019, 2.7420], [3.1419, -2.8326, 4.3010], [3.8094, -0.8270, 3.3559], [2.4000, 3.0968, -0.4774], [2.2237, 2.0940, 0.5188], [3.8200, 2.8740, -0.6067], [1.8801, 2.9645, -1.6912], [2.0553, 4.3694, 0.0720], [-2.4921, 2.5617, -0.9031], [-1.7070, 2.8651, -2.1522], [-3.8600, 2.6518, -1.1746], [-2.0970, 1.2089, -0.5424], [-1.9075, 3.5214, -0.0080], [-1.4759, -2.2846, 1.3650], [-2.8555, -2.3763, 1.4514], [-1.0967, -2.5433, 0.0588], [-1.2715, -0.9570, 1.7741], [-0.9754, -3.4782, 2.0163], [-4.5486, 1.7340, 3.1176], [-3.2744, 1.1099, 3.0924], [-5.6936, 0.9560, 2.7857], [-4.6628, 2.2454, 4.3240], [-4.5538, 2.8511, 2.1329], [-1.4677, -1.1993, -3.4673], [-2.4619, -2.0091, -2.7954], [-0.7867, -2.2874, -4.0410], [-1.8952, -0.3906, -4.5443], [-0.3498, -0.5374, -2.7931]],
  "forces_ev_per_angstrom": [[-1.950, -0.501, 0.191], [-1.149, -1.343, 2.693], [-2.465, -6.396, 3.577], [1.504, 3.151, -0.506], [-1.593, -1.052, 1.830], [4.137, 3.080, -3.309], [-1.319, 3.093, -3.034], [6.468, -1.867, 4.178], [-0.792, 0.514, -1.653], [-5.320, 1.288, -3.497], [-0.171, -0.557, 1.432], [-0.122, 0.895, -0.759], [6.276, 2.355, 8.889], [-4.062, -2.444, 1.105], [2.718, 1.514, -2.081], [-4.821, -2.169, -8.758], [0.087, -0.161, -0.372], [5.099, 0.787, -2.842], [-1.164, -0.563, 0.163], [-1.476, 0.180, 0.492], [-0.095, -0.575, 0.864], [-1.315, -0.094, 1.331], [-4.153, -6.885, 1.429], [-3.775, -0.356, 0.273], [2.984, 2.050, -5.409], [4.307, 4.088, 1.097], [1.580, 1.581, 2.325], [1.231, 0.688, -9.832], [0.726, -1.905, -1.050], [-0.477, -1.932, -0.016], [-1.939, 4.201, 10.542], [0.276, -0.907, 0.590], [1.657, -4.424, -1.430], [-1.518, 3.490, 1.986], [3.059, -2.725, -2.953], [-1.784, 2.034, -0.014], [-0.647, 1.868, 2.525]],
  "mulliken_charge": [1.829, 1.361, 1.784, -0.544, -0.595, -0.808, -0.526, 1.729, -0.673, -0.571, -0.778, -0.708, 1.832, -0.717, -0.790, -0.577, -0.667, 1.604, -0.724, -0.574, -0.593, -0.617, 1.891, -0.737, -0.757, -0.593, -0.684, 1.681, -0.585, -0.690, -0.629, -0.710, 1.581, -0.565, -0.741, -0.660, -0.478]
}

---

[2]
{
  "formula": "Cl8O32Pb",
  "method": "the ωB97M-V functional and the def2-TZVPD basis",
  "e_tot_ha": -6279.52753,
  "s_squared": 0.759,
  "e_lumo_ev": [9.750, 5.652],
  "charge": -5,
  "homo_lumo_gap_ev": [7.161, 3.061],
  "spin_multiplicity": 2,
  "elements": ["Pb", "Cl", "O", "O", "O", "O", "Cl", "O", "O", "O", "O", "Cl", "O", "O", "O", "O", "Cl", "O", "O", "O", "O", "Cl", "O", "O", "O", "O", "Cl", "O", "O", "O", "O", "Cl", "O", "O", "O", "O", "Cl", "O", "O", "O", "O"],
  "positions_angstrom": [[-0.3408, 0.0377, 0.2744], [-0.4763, 3.7305, -1.3085], [-0.1451, 2.5028, -0.7205], [-1.7086, 3.6297, -2.0064], [-0.5892, 4.7117, -0.2653], [0.5451, 3.9272, -2.2525], [-0.4185, -3.6045, -1.4948], [-0.6715, -2.6253, -0.5052], [0.2644, -4.7737, -0.9525], [-1.6345, -3.9893, -2.1256], [0.4841, -3.1075, -2.4597], [1.0934, 2.4563, 3.5180], [0.4093, 1.6430, 2.5811], [2.0745, 3.2509, 2.7327], [0.1467, 3.2727, 4.2167], [1.7090, 1.4739, 4.4188], [3.2289, -1.1374, 1.8948], [3.2191, -1.3948, 3.3035], [1.8990, -1.2105, 1.3532], [3.7300, 0.2000, 1.6909], [4.1334, -1.9159, 1.1075], [2.8109, 0.0760, -2.7362], [2.9257, 1.4755, -2.8877], [4.0022, -0.5389, -2.1635], [1.7822, -0.0811, -1.8031], [2.4851, -0.5829, -4.0136], [-0.8716, -2.4999, 3.4663], [-0.1042, -3.4835, 2.7937], [-2.0005, -3.1073, 4.0982], [-0.0199, -1.8481, 4.2609], [-1.3923, -1.5716, 2.5518], [-3.8473, 0.8032, 0.6053], [-3.8193, -0.6142, 0.7684], [-2.6546, 1.3324, 1.0904], [-3.8318, 0.9747, -0.8179], [-5.0386, 1.3299, 1.1311], [-1.4802, 0.2500, -3.8506], [-0.4429, 1.1452, -4.2768], [-2.6993, 0.8602, -4.2210], [-1.3529, -0.9826, -4.5496], [-1.4033, -0.0146, -2.4469]],
  "forces_ev_per_angstrom": [[-0.725, 0.035, 0.391], [-1.712, 0.214, -0.489], [0.387, -3.625, 2.340], [-1.142, 0.309, -0.218], [0.508, 0.903, -0.155], [2.101, 2.145, -1.406], [1.800, -2.002, -0.975], [-0.379, 1.277, 1.643], [-0.933, -0.142, 0.864], [-1.228, -0.500, -0.116], [0.895, 1.397, -1.458], [1.997, -1.780, -1.065], [-1.613, -0.754, -1.868], [-0.895, -0.353, 2.047], [0.109, 0.973, 0.597], [0.420, 1.958, 0.234], [0.109, 2.667, 0.131], [0.262, -1.090, -0.434], [-0.511, -0.494, -0.184], [-0.096, 1.069, 0.087], [0.339, -2.070, 0.101], [0.745, -1.995, -4.503], [0.979, 1.142, -0.306], [-0.369, 0.565, -0.035], [-2.178, -0.968, 2.541], [0.934, 1.229, 2.301], [-2.182, -3.266, -4.376], [0.225, -1.948, -0.976], [-0.823, -0.753, 1.643], [4.226, 3.760, 6.482], [-1.334, 2.222, -2.762], [-0.733, -3.944, -5.387], [-0.221, -1.263, 1.563], [2.947, 2.141, 2.569], [-0.508, 1.287, -0.720], [-1.591, 1.689, 1.961], [1.073, 0.289, -0.839], [1.052, 0.274, 0.275], [-2.193, 0.586, 0.082], [0.116, -1.328, -0.685], [0.141, 0.145, 1.106]],
  "lowdin_spin": [-0.002, 0.000, 0.003, 0.001, 0.001, 0.003, 0.000, 0.000, 0.000, 0.000, 0.001, 0.000, 0.000, 0.000, 0.000, 0.000, -0.013, 0.005, 0.038, 0.105, 0.068, -0.052, 0.193, 0.274, 0.352, 0.009, 0.000, 0.000, 0.000, 0.000, 0.000, 0.000, 0.000, 0.000, 0.000, 0.000, -0.001, 0.004, 0.003, 0.000, 0.008]
}

---

[3]
{
  "formula": "ClCuFI",
  "method": "the ωB97M-V functional and the def2-TZVPD basis",
  "e_tot_ha": -2498.31745,
  "s_squared": 0.758,
  "e_lumo_ev": [2.788, 0.497],
  "charge": -1,
  "homo_lumo_gap_ev": [8.119, 5.672],
  "spin_multiplicity": 2,
  "elements": ["Cu", "I", "F", "Cl"],
  "positions_angstrom": [[-10.4903, -1.4508, -1.3960], [-11.1456, 1.3355, -1.8441], [-8.6854, -2.2713, -0.8980], [-10.3260, -1.8245, -3.9032]],
  "forces_ev_per_angstrom": [[2.486, 0.700, -1.970], [0.041, -1.392, 0.448], [-2.171, 0.611, -0.102], [-0.356, 0.082, 1.624]],
  "lowdin_spin": [0.512, 0.162, 0.060, 0.266]
}

---

[4]
{
  "formula": "ClF2HSi",
  "method": "the ωB97M-V functional and the def2-TZVPD basis",
  "e_tot_ha": -950.12034,
  "e_lumo_ev": -0.004,
  "charge": 0,
  "homo_lumo_gap_ev": 12.363,
  "smiles": "F[SiH](F)Cl",
  "elements": ["F", "Si", "F", "Cl", "H"],
  "positions_angstrom": [[-0.2019, 1.8968, 0.3268], [-0.1249, -0.1691, -0.0198], [-0.0358, 0.0007, -1.5766], [1.6233, -0.6805, 0.8394], [-1.2607, -1.0479, 0.4302]],
  "forces_ev_per_angstrom": [[-0.139, -4.940, -0.410], [0.044, 4.568, 0.883], [-0.074, -0.490, -0.052], [-0.382, 0.019, -0.180], [0.550, 0.843, -0.240]],
  "mulliken_charge": [-0.518, 0.823, -0.162, -0.131, -0.012]
}

---

[5]
{
  "formula": "ClF2N",
  "method": "the ωB97M-V functional and the def2-TZVPD basis",
  "e_tot_ha": -714.43878,
  "e_lumo_ev": [-2.261, -2.863],
  "charge": 0,
  "homo_lumo_gap_ev": [10.294, 8.613],
  "elements": ["N", "F", "F", "Cl"],
  "positions_angstrom": [[0.2634, 0.1794, 0.4635], [-0.2535, 1.0594, -0.3450], [-1.2180, -1.0765, -0.1969], [1.7681, -0.4588, -0.1203]],
  "forces_ev_per_angstrom": [[-0.904, -1.988, 0.027], [0.780, 0.823, -0.642], [1.314, 0.513, 0.691], [-1.190, 0.652, -0.075]],
  "mulliken_charge": [0.229, -0.018, -0.287, 0.076]
}

---

[6]
{
  "formula": "ClF2O4Sr",
  "method": "the ωB97M-V functional and the def2-TZVPD basis",
  "e_tot_ha": -991.54124,
  "e_lumo_ev": 2.393,
  "charge": -1,
  "homo_lumo_gap_ev": 9.412,
  "elements": ["Sr", "F", "F", "Cl", "O", "O", "O", "O"],
  "positions_angstrom": [[-1.1618, 1.5992, -0.6010], [-0.2834, 3.7081, -1.3964], [-2.8775, 0.0257, -1.4932], [0.8769, -1.0880, 0.6821], [0.1858, 0.1072, 1.2067], [2.2833, -0.8172, 0.5892], [0.6445, -2.1426, 1.6265], [0.3323, -1.3925, -0.6138]],
  "forces_ev_per_angstrom": [[-0.120, -0.751, -0.922], [-0.658, -1.319, 0.566], [1.047, 1.404, 0.625], [0.302, -0.436, 0.853], [-0.265, 0.743, -0.552], [-0.115, 0.201, -0.127], [-0.069, -0.078, -0.352], [-0.123, 0.236, -0.092]],
  "mulliken_charge": [1.792, -0.923, -0.912, 1.741, -0.791, -0.613, -0.639, -0.656]
}

---

[7]
{
  "formula": "ClF2O4Sr2",
  "method": "the ωB97M-V functional and the def2-TZVPD basis",
  "e_tot_ha": -1021.73540,
  "e_lumo_ev": -5.509,
  "charge": 1,
  "homo_lumo_gap_ev": 7.033,
  "elements": ["Sr", "Sr", "F", "F", "Cl", "O", "O", "O", "O"],
  "positions_angstrom": [[-14.3370, -17.5690, -12.5185], [-16.2804, -20.0165, -10.9279], [-15.3089, -19.3423, -12.8263], [-14.4142, -15.4624, -12.7646], [-16.6577, -17.0508, -11.6283], [-15.9874, -18.2420, -11.2148], [-16.5848, -17.2412, -13.0572], [-17.9833, -16.9689, -11.1201], [-15.8439, -15.9252, -11.4469]],
  "forces_ev_per_angstrom": [[7.690, 3.604, -2.652], [-1.933, -11.044, 1.177], [-0.429, -5.567, -1.978], [2.409, 0.893, -2.142], [-5.456, 7.554, -4.303], [1.046, 6.513, 5.628], [-2.566, -0.392, -0.344], [0.722, -1.144, 0.252], [-1.484, -0.418, 4.363]],
  "mulliken_charge": [1.778, 2.060, -0.905, -0.868, 1.610, -1.137, -0.527, -0.619, -0.391]
}

---

[8]
{
  "formula": "ClFH2NOP",
  "method": "the ωB97M-V functional and the def2-TZVPD basis",
  "e_tot_ha": -1032.67392,
  "e_lumo_ev": 0.376,
  "charge": 0,
  "homo_lumo_gap_ev": 10.352,
  "smiles": "N=[P@@](O)(F)Cl",
  "elements": ["N", "P", "O", "F", "Cl", "H", "H"],
  "positions_angstrom": [[-1.1827, -0.5516, 0.6536], [0.2311, -0.0501, -0.0251], [0.0194, 0.6532, -1.3934], [0.7682, 1.2642, 0.7246], [1.9232, -1.0715, -0.0274], [-0.8278, -0.7583, 1.5500], [-0.9314, 0.5140, -1.4823]],
  "forces_ev_per_angstrom": [[3.511, 1.162, -3.548], [-2.837, 1.493, 3.637], [-0.309, -0.853, -1.052], [0.195, -1.042, 0.058], [0.124, -0.319, -0.255], [-0.082, -0.774, 2.010], [-0.602, 0.333, -0.851]],
  "mulliken_charge": [-0.634, 0.936, -0.430, -0.280, -0.152, 0.200, 0.360]
}

---

[9]
{
  "formula": "ClFH2NOP",
  "method": "the ωB97M-V functional and the def2-TZVPD basis",
  "e_tot_ha": -1032.47452,
  "s_squared": 2.013,
  "e_lumo_ev": [0.657, -4.158],
  "charge": 0,
  "homo_lumo_gap_ev": [7.788, 7.175],
  "spin_multiplicity": 3,
  "elements": ["N", "O", "F", "P", "Cl", "H", "H"],
  "positions_angstrom": [[-0.8582, 0.7616, -0.7918], [-0.0202, 0.2049, 1.4873], [0.1119, -2.1300, -0.5504], [0.2483, -0.0327, -0.0682], [2.1672, 0.2002, -0.0508], [-0.7646, 0.7124, -1.8653], [-0.8843, 0.2837, 1.8393]],
  "forces_ev_per_angstrom": [[-3.246, 3.258, -4.686], [1.674, 0.348, -0.032], [-0.426, 0.288, -0.030], [1.136, -5.624, 2.742], [2.639, 1.420, -0.155], [-0.238, 0.221, 2.008], [-1.540, 0.088, 0.151]],
  "lowdin_spin": [0.788, 0.066, 0.532, 0.421, 0.174, 0.016, 0.003]
}

---

[10]
{
  "formula": "ClFH2NPS",
  "method": "the ωB97M-V functional and the def2-TZVPD basis",
  "e_tot_ha": -1355.57634,
  "e_lumo_ev": -0.722,
  "charge": 0,
  "homo_lumo_gap_ev": 9.828,
  "elements": ["N", "F", "P", "S", "Cl", "H", "H"],
  "positions_angstrom": [[0.3984, -0.4403, -0.7586], [1.0790, -0.9694, 1.5069], [0.9910, 0.2463, 0.4804], [1.5784, 1.8844, 1.3760], [-2.8774, -0.4045, -0.1827], [-1.6727, -0.2073, -0.6921], [0.5033, -0.1091, -1.7298]],
  "forces_ev_per_angstrom": [[0.645, 0.763, -0.658], [-0.145, 1.102, -0.543], [0.482, -0.262, 1.573], [-0.704, -1.686, -1.405], [0.770, 0.214, -0.389], [-0.873, -0.298, 0.462], [-0.175, 0.167, 0.959]],
  "mulliken_charge": [-0.668, -0.182, 0.807, -0.257, -0.270, 0.279, 0.292]
}